Record 1
Density functional theory data (the ωB97M-V functional and the def2-TZVPD basis) for a cluster of 3 separate species, C3H12N2O2 in total.

Output
- HOMO energy: -0.314 Ha
- SMILES: CC/N=C\N.O.O
- E_tot: -381.4513 a.u.
- Energy above the lowest of the compared OMol25 structures with the same formula, charge and spin: 39.9 kcal/mol
- Kohn-Sham gap: 0.341 Ha
- Maximum force: 1.736 eV/A

```
! wB97M-V def2-TZVPD RIJCOSX def2/J DEFGRID3
* xyz 0 1
O -4.255 0.392 1.016
O 4.047 0.088 1.105
N 0.021 2.045 -0.803
N -0.459 0.085 0.389
C -0.596 1.326 0.192
C 0.977 -1.882 -0.130
C -0.049 -0.861 -0.630
H 3.495 0.251 0.338
H -5.163 0.568 1.333
H 1.485 -1.403 0.710
H 0.567 -2.843 0.190
H 4.051 -0.857 1.113
H -4.340 0.564 0.067
H -0.964 -1.304 -1.012
H -0.052 3.039 -0.798
H 0.483 -0.354 -1.456
H 1.702 -2.206 -0.881
H 0.344 1.493 -1.580
H -1.291 1.859 0.834
*
```

=====

Record 2
Density functional theory data (the ωB97M-V functional and the def2-TZVPD basis) for a cluster of 7 separate species, C32H53ClN2O14S6 in total.

Output
- HOMO energy: -0.331 Ha
- SMILES: NN1C(=O)c2ccc(Cl)cc2C1=O.O=S1(=O)CCCC1.O=S1(=O)CCCC1.O=S1(=O)CCCC1.O=S1(=O)CCCC1.O=S1(=O)CCCC1.O=S1(=O)CCCC1
- E_tot: -5263.2110 a.u.
- Kohn-Sham gap: 0.321 Ha
- Maximum force: 2.258 eV/A

```
! wB97M-V def2-TZVPD RIJCOSX def2/J DEFGRID3
* xyz 0 1
Cl -2.351 -4.369 5.776
S -1.030 -0.199 3.671
S 4.443 2.162 3.544
S 0.865 0.151 -2.008
S 6.980 -2.114 0.752
S 2.797 3.543 -4.979
S -9.020 0.854 -1.428
O 1.914 0.365 -1.035
O -6.807 -3.106 0.672
O -0.253 1.057 -2.128
O 4.094 4.076 -5.309
O 2.543 2.120 -4.967
O -0.276 -0.863 4.706
O 6.918 -1.590 2.096
O -2.468 -0.325 3.579
O 6.809 -3.518 0.480
O -2.862 -4.371 -0.141
O -8.595 1.899 -2.326
O 5.219 3.141 2.825
O 3.049 1.928 3.239
O -9.167 1.085 -0.013
N -4.199 -1.365 0.426
N -4.527 -2.746 0.137
C 2.269 4.242 -3.420
C -5.014 -3.277 2.361
C -3.339 -3.935 4.401
C -8.910 -1.681 -2.250
C -0.292 0.709 1.324
C -10.529 0.135 -2.065
C 4.794 1.069 5.898
C 5.771 0.343 4.964
C 6.753 -0.369 -1.253
C 0.200 1.752 2.337
C 0.100 -2.015 -3.269
C -2.843 -4.079 3.084
C 0.679 5.163 -5.025
C 5.299 0.589 3.528
C -3.709 -3.727 2.091
C -10.055 -0.979 -2.992
C 4.601 2.460 5.300
C 8.493 -1.562 -0.025
C 1.561 4.362 -5.992
C 0.234 -1.515 -1.835
C -7.988 -0.591 -1.694
C -4.608 -3.470 4.658
C 8.066 -1.144 -1.428
C -0.322 -0.613 2.082
C -3.552 -3.721 0.577
C 1.541 5.524 -3.809
C 1.596 -0.076 -3.626
C -5.480 -3.135 3.632
C 1.371 -1.549 -3.993
C 5.864 -1.181 -0.303
C -0.584 1.537 3.638
C -5.667 -3.037 1.002
H 0.358 0.648 0.453
H 0.939 5.906 -2.986
H -8.364 -2.362 -2.901
H 9.224 -2.367 -0.016
H 5.244 -1.893 -0.844
H 6.255 -0.197 -2.206
H 5.239 -0.541 0.316
H -9.683 -0.553 -3.927
H 6.129 0.644 2.832
H 6.964 0.609 -0.814
H 0.687 -0.988 2.255
H -0.778 -1.567 -3.740
H -0.711 -1.497 -1.294
H -3.335 -1.272 0.955
H 0.014 1.768 4.517
H 1.091 0.591 -4.314
H -4.932 -3.357 5.687
H 2.650 0.175 -3.578
H -6.483 -2.764 3.810
H -0.015 -3.097 -3.305
H 2.264 6.295 -4.085
H -7.212 -0.320 -2.408
H -0.165 4.549 -4.702
H 3.714 2.971 5.669
H 5.823 -0.723 5.181
H 1.265 1.603 2.519
H 0.271 6.049 -5.509
H 3.134 4.411 -2.783
H 1.290 -1.675 -5.072
H 6.775 0.753 5.098
H -11.087 -0.266 -1.219
H 0.992 3.612 -6.535
H 5.483 3.082 5.451
H 2.082 5.012 -6.693
H -4.960 -0.891 0.898
H -7.537 -0.886 -0.751
H -0.931 -1.377 1.600
H 2.221 -2.147 -3.657
H -1.506 2.119 3.652
H 8.830 -0.540 -1.914
H 0.973 -2.094 -1.282
H 0.071 2.768 1.965
H 5.171 1.122 6.919
H -1.298 0.969 0.980
H -11.114 0.900 -2.571
H 7.892 -2.029 -2.044
H -1.852 -4.449 2.849
H -10.863 -1.668 -3.234
H 4.593 -0.173 3.203
H 1.589 3.529 -2.949
H 8.866 -0.710 0.544
H -9.318 -2.272 -1.427
H 3.840 0.536 5.919
*
```

=====

Record 3
Density functional theory data (the ωB97M-V functional and the def2-TZVPD basis) for the ion C3H7N2S with charge +1.

Output
- HOMO energy: -0.492 Ha
- SMILES: C=[NH+]C/C=N/S
- E_tot: -625.8530 a.u.
- Energy above the lowest of the compared OMol25 structures with the same formula, charge and spin: 74.8 kcal/mol
- Kohn-Sham gap: 0.315 Ha
- Maximum force: 3.880 eV/A

```
! wB97M-V def2-TZVPD RIJCOSX def2/J DEFGRID3
* xyz 1 1
S -3.336 0.175 0.184
N -1.721 0.087 -0.150
N 0.521 0.347 0.146
C 1.543 1.115 0.149
C 0.344 -0.888 -0.477
C -1.153 -1.042 -0.350
H -0.528 0.815 0.307
H -1.794 -1.985 -0.288
H 1.047 -1.631 -0.107
H 0.730 -0.784 -1.494
H 1.403 1.952 0.945
H -3.252 1.364 0.712
H 2.550 1.065 -0.385
*
```

=====

Record 4
Density functional theory data (the ωB97M-V functional and the def2-TZVPD basis) for an isolated molecule of C6H6O.

Output
- HOMO energy: -0.374 Ha
- SMILES: C#CC[C@H](O)C#C
- E_tot: -307.3176 a.u.
- Energy above the lowest of the compared OMol25 structures with the same formula, charge and spin: 91.5 kcal/mol
- Kohn-Sham gap: 0.408 Ha
- Maximum force: 2.118 eV/A

```
! wB97M-V def2-TZVPD RIJCOSX def2/J DEFGRID3
* xyz 0 1
O -0.241 -0.862 1.844
C 0.360 -0.976 0.572
C 1.452 0.004 0.403
C -1.451 1.688 -0.929
C 2.314 0.822 0.180
C -0.689 -0.837 -0.547
C -1.108 0.546 -0.762
H 2.874 1.550 -0.318
H 0.779 -1.976 0.500
H -1.567 -1.408 -0.233
H -0.322 -1.237 -1.495
H -1.886 2.633 -1.138
H -0.519 0.060 1.918
*
```

=====

Record 5
Density functional theory data (the ωB97M-V functional and the def2-TZVPD basis) for an isolated molecule of C19H24BrNO4S.

Output
- HOMO energy: -0.339 Ha
- SMILES: CS(=O)(=O)NC(=O)c1ccc(OC[C@]23C[C@H]4C[C@H](C[C@H](C4)C2)C3)c(Br)c1
- E_tot: -4066.2279 a.u.
- Energy above the lowest of the compared OMol25 structures with the same formula, charge and spin: 7.3 kcal/mol
- Kohn-Sham gap: 0.321 Ha
- Maximum force: 4.935 eV/A

```
! wB97M-V def2-TZVPD RIJCOSX def2/J DEFGRID3
* xyz 0 1
Br -3.387 -1.408 1.208
S -0.153 -1.405 7.218
O -0.058 0.033 7.019
O -1.361 -1.656 7.994
O 1.943 -1.602 5.145
O -1.022 -0.703 -0.427
N -0.135 -2.252 5.733
C -3.035 -0.135 -4.629
C 0.578 -0.447 1.273
C -2.276 1.228 -4.333
C -0.921 -0.994 -5.678
C 0.076 -1.272 3.581
C 0.287 0.199 -3.874
C -1.750 1.102 -2.944
C 0.934 -0.615 2.597
C -1.527 -1.302 1.822
C -1.206 -1.570 3.175
C -0.155 0.246 -5.291
C -0.204 -0.064 -1.422
C -0.632 -0.788 0.893
C -2.050 -1.312 -4.653
C -1.079 1.419 -5.354
C 0.706 -1.618 4.828
C 1.266 -2.036 8.109
C -1.420 -1.375 -3.227
C -0.816 0.001 -2.859
H -2.186 -1.594 -2.433
H 1.259 -3.060 7.736
H 1.955 -0.273 2.865
H 0.659 1.186 -3.664
H -0.624 -2.078 -3.271
H -1.407 2.087 -2.776
H -0.373 -1.838 -5.877
H 2.126 -1.471 7.689
H 1.243 -2.083 9.208
H 0.730 0.578 -5.982
H 1.131 -0.567 -3.741
H -2.640 0.985 -2.299
H -1.454 -0.857 -6.666
H 1.384 -0.057 0.680
H -0.455 2.249 -5.031
H -2.593 -2.229 -4.768
H -0.006 0.988 -1.087
H -2.819 2.151 -4.285
H -3.624 -0.188 -5.585
H -1.323 1.599 -6.415
H 0.641 -0.679 -1.536
H -3.790 -0.120 -3.740
H -1.114 -2.286 5.391
H -2.053 -2.006 3.838
*
```

=====

Record 6
Density functional theory data (the ωB97M-V functional and the def2-TZVPD basis) for an isolated molecule of C16H22N4O2.

Output
- HOMO energy: -0.333 Ha
- SMILES: O=C(Nc1nnc(C2CC2)o1)N[C@H]1[C@@H]2C[C@H]3C[C@@H](C2)C[C@@H]1C3
- E_tot: -992.3838 a.u.
- Energy above the lowest of the compared OMol25 structures with the same formula, charge and spin: 31.2 kcal/mol
- Kohn-Sham gap: 0.353 Ha
- Maximum force: 3.349 eV/A

```
! wB97M-V def2-TZVPD RIJCOSX def2/J DEFGRID3
* xyz 0 1
O -2.706 2.537 -1.139
O 1.261 1.444 -1.764
N 2.333 2.076 -3.595
N -1.171 1.021 -0.548
N -0.821 2.712 -2.209
N 1.112 2.721 -3.571
C -3.133 -1.271 1.859
C -1.624 2.040 -1.343
C -1.435 -1.880 0.191
C -1.098 -2.273 2.696
C -1.835 0.534 0.658
C 0.505 2.346 -2.493
C 5.003 0.804 -2.397
C 0.325 -0.641 1.505
C 3.550 0.392 -2.186
C -0.399 -1.980 1.354
C -2.150 -1.245 3.012
C -1.461 0.161 3.115
C 4.400 -0.179 -3.354
C -2.507 -0.829 0.534
C 2.411 1.340 -2.516
C -0.735 0.479 1.772
H 5.217 1.784 -2.778
H 4.140 0.066 -4.410
H -0.753 0.189 3.951
H -1.528 -3.262 2.635
H -2.607 1.277 0.945
H -3.596 -2.242 1.785
H -1.881 -2.874 0.003
H -2.236 0.920 3.345
H 4.846 -1.167 -3.198
H 1.034 -0.725 2.359
H -3.937 -0.594 2.123
H 3.302 -0.273 -1.339
H 0.935 -0.380 0.646
H -2.593 -1.489 3.967
H 0.314 -2.794 1.183
H -0.149 0.813 -0.638
H -0.327 -2.270 3.480
H -1.297 3.284 -2.897
H 5.747 0.438 -1.643
H -0.953 -1.655 -0.760
H -0.203 1.449 1.898
H -3.299 -0.802 -0.241
*
```